No. 1
31
Properties=species:S:1:pos:R:3:forces:R:3:lowdin_charge:R:1 method="wB97M-V/def2-TZVPD" homo_energy_ev=-8.6 lumo_energy_ev=0.87 homo_lumo_gap_ha=0.349 largest_force_ev_per_a=1.46 total_energy_ha=-618.2946 spin_multiplicity=1
C -0.98564 -3.29171 4.10922 -0.6 0.6 -0.1 -0.05
C -0.94260 -0.40870 0.93889 -0.3 0.5 0.2 -0.09
C -2.15207 -0.96944 1.34599 0.5 -0.2 -0.3 -0.08
C 0.26148 -0.85743 1.45595 -0.2 -0.4 0.0 -0.08
C -2.12311 -2.02004 2.24465 0.0 -0.1 0.8 -0.06
C 0.24093 -1.76442 2.50728 -0.3 -0.3 0.3 -0.06
C -0.95379 -2.32516 2.95266 -0.3 -0.1 -0.8 -0.28
H -0.94716 0.46172 0.29702 0.0 -0.2 -0.4 0.08
H -3.07709 -0.60133 0.92188 -0.1 -0.1 0.0 0.10
H 1.18865 -0.55776 0.98939 0.1 0.3 0.3 0.10
H -3.00312 -2.60594 2.49621 -0.2 0.4 0.0 0.11
H 1.13340 -2.08883 3.01992 0.4 0.1 -0.1 0.10
H -1.14843 -4.31728 3.80223 0.5 -0.3 -0.2 0.08
H -1.85780 -3.09846 4.73922 0.2 0.3 0.1 0.08
H -0.08657 -3.12423 4.68840 0.1 -0.5 0.3 0.07
C -0.52385 0.15189 -4.13397 1.0 -0.5 0.9 -0.05
C 0.18137 0.81682 -2.96615 -0.6 0.0 -0.3 -0.28
C -0.47659 1.80224 -2.23885 0.3 0.1 0.1 -0.06
C 1.47760 0.49254 -2.60162 0.4 0.1 0.0 -0.05
C 0.18387 2.48801 -1.22849 -0.2 0.4 -0.4 -0.04
C 2.12406 1.12244 -1.54226 -0.3 -0.2 -0.6 -0.02
C 1.51334 2.21890 -0.95982 0.1 -0.5 1.1 -0.33
O 2.19653 2.88033 0.04049 0.1 0.1 -0.1 0.03
H -0.01923 0.44578 -5.03719 -0.3 0.5 -0.7 0.07
H -1.58004 0.37584 -4.09374 -0.2 0.0 -0.4 0.07
H -1.49808 2.07672 -2.47374 0.0 -0.1 0.0 0.11
H 2.06887 -0.18232 -3.21282 -0.3 -0.4 0.2 0.12
H -0.33813 3.25584 -0.67028 0.1 0.1 0.0 0.12
H 3.05695 0.70241 -1.19232 0.3 0.5 -0.1 0.12
H 2.11035 3.83207 -0.08122 -0.1 -0.1 0.1 0.10
H -0.36064 -0.92877 -4.10237 -0.3 0.0 0.2 0.08


No. 2
31
Properties=species:S:1:pos:R:3:forces:R:3:lowdin_charge:R:1 method="wB97M-V/def2-TZVPD" homo_energy_ev=-8.5 lumo_energy_ev=0.80 homo_lumo_gap_ha=0.342 largest_force_ev_per_a=1.83 total_energy_ha=-618.2881 spin_multiplicity=1
C -2.35013 2.46095 1.73380 -0.4 0.6 0.4 -0.06
C 1.07418 0.93589 1.60452 0.2 0.1 0.1 -0.03
C -0.20958 1.27595 1.25552 -0.7 0.0 1.7 -0.04
C 1.57117 1.21890 2.89197 0.6 -0.5 -1.3 -0.33
C -1.00479 1.98788 2.20253 0.3 -0.6 -1.4 -0.28
C 0.85014 1.94732 3.79298 -0.6 0.2 -0.4 -0.01
C -0.45352 2.33858 3.41297 0.3 -0.4 0.8 -0.04
O 2.83156 0.76031 3.20431 0.1 0.1 0.4 0.03
H 1.74234 0.50024 0.86863 -0.1 -0.4 0.2 0.11
H -0.71323 0.82443 0.41095 0.3 0.5 -0.4 0.10
H 2.96522 -0.11591 2.82445 -0.1 0.2 -0.1 0.10
H 1.31373 2.19368 4.73654 -0.3 0.0 0.2 0.12
H -2.99904 2.74439 2.56637 0.1 0.1 0.0 0.07
H -2.94039 1.78377 1.11876 0.4 -0.4 0.0 0.07
H -1.08646 2.78718 4.17000 0.1 0.4 -0.1 0.11
H -2.18923 3.35357 1.12182 -0.2 0.0 0.1 0.08
C -0.73269 -3.68329 -1.76634 -0.3 0.1 0.4 -0.06
C 0.16954 -1.36185 -1.39064 0.3 -0.9 -0.8 -0.05
C -0.03006 -2.44771 -2.26421 -0.4 0.3 0.6 -0.28
C 0.70790 -0.19664 -1.89496 -0.1 0.5 -0.6 -0.09
C 1.02921 -0.05245 -3.26485 -0.9 0.2 0.7 -0.08
C 0.18217 -2.26008 -3.61096 -0.9 0.5 -0.4 -0.07
C 0.61478 -1.03547 -4.14031 0.9 -1.5 0.2 -0.08
H -0.12483 -1.53344 -0.36521 0.1 0.5 0.2 0.10
H 0.73854 0.70503 -1.29830 0.4 -0.1 0.3 0.08
H -0.19547 -4.61920 -1.91618 0.1 0.1 -0.2 0.08
H -1.71452 -3.76170 -2.23734 0.1 -0.1 -0.2 0.08
H 1.43854 0.89945 -3.57160 0.0 0.0 -0.3 0.10
H -0.25330 -2.99789 -4.27837 0.5 -0.1 -0.1 0.11
H 0.71506 -1.05675 -5.21857 0.1 0.7 0.0 0.10
H -0.94685 -3.59515 -0.69828 0.2 0.0 0.0 0.07


No. 3
32
Properties=species:S:1:pos:R:3:forces:R:3:lowdin_charge:R:1 method="wB97M-V/def2-TZVPD" homo_energy_ev=-8.2 lumo_energy_ev=0.76 homo_lumo_gap_ha=0.328 largest_force_ev_per_a=7.86 total_energy_ha=-693.4461 spin_multiplicity=1
C -2.63504 0.76639 -1.41473 -3.2 -1.3 -2.4 -0.09
C -1.85703 0.07114 0.82625 0.7 -2.9 -2.0 0.02
C -2.05343 -0.28013 -0.59395 1.5 0.3 3.8 -0.29
C -1.10183 -0.86262 1.61795 -2.2 2.6 -7.1 0.00
C -0.58158 -1.95533 0.98766 -0.6 -1.8 2.0 -0.37
C -1.62520 -1.55116 -1.09816 -2.2 1.3 0.0 -0.05
C -1.05909 -2.44135 -0.21207 0.6 -1.8 -1.5 -0.05
O -0.05031 -2.84390 1.89806 3.7 -1.7 0.4 -0.03
H -2.35303 0.94111 1.28635 0.4 -0.4 -0.5 0.12
H -1.13354 -0.59661 2.54735 0.9 0.6 5.7 0.06
H -1.90898 1.44171 -1.82872 0.1 0.2 -0.4 0.05
H -3.53921 1.30680 -1.07411 0.9 0.0 0.8 0.09
H -2.03648 -1.88705 -2.09292 0.7 0.5 1.1 0.12
H 0.96736 -3.05795 1.78941 -3.2 0.9 -0.1 0.16
H -1.05149 -3.58078 -0.46730 0.6 2.3 0.6 0.16
H -3.19843 0.11802 -2.16540 1.0 1.3 -0.4 0.10
C 2.82507 -1.09108 -0.66047 0.4 -4.4 0.4 -0.07
C 0.52034 2.28460 0.41413 0.5 0.3 0.0 -0.34
C 1.39548 1.77476 1.37768 -0.6 -1.5 -2.9 -0.01
C 0.52481 1.79614 -0.90628 0.8 0.3 0.5 -0.02
C 2.20357 0.67024 1.02323 -0.2 1.5 1.8 -0.04
C 1.37846 0.72160 -1.16559 -1.3 1.8 -0.8 -0.05
C 2.16896 0.10024 -0.21940 -0.7 1.8 -0.8 -0.36
O -0.30923 3.32965 0.72268 0.3 1.7 1.1 0.00
H 1.28216 2.08693 2.36572 0.3 0.6 1.5 0.09
H 0.09890 3.97315 1.39116 -0.7 -1.7 -1.4 0.15
H 0.02494 2.33542 -1.74119 0.3 -0.5 1.0 0.13
H 2.88266 0.41803 1.82743 0.2 -0.8 -0.2 0.11
H 1.49530 0.52193 -2.21887 0.0 -0.7 -0.1 0.11
H 3.78810 -1.28902 -0.09476 -1.0 0.0 -1.0 0.10
H 2.88539 -1.29509 -1.78259 0.3 0.8 1.5 0.10
H 2.05240 -1.92578 -0.33852 1.7 1.0 -0.5 0.10


No. 4
52
Properties=species:S:1:pos:R:3:forces:R:3:lowdin_charge:R:1 method="wB97M-V/def2-TZVPD" homo_energy_ev=-5.3 lumo_energy_ev=-1.73 homo_lumo_gap_ha=0.130 largest_force_ev_per_a=14.89 total_energy_ha=-1997.1187 spin_multiplicity=1
O 1.98282 -2.50211 -0.74232 8.4 4.5 4.4 0.09
C 3.03188 -1.84862 -0.19577 -5.2 -4.4 -2.7 -0.12
F 4.07243 -2.56221 0.63533 -3.5 2.9 -2.8 0.00
N 3.23632 -0.36004 -0.37022 -1.5 -1.4 -1.3 0.18
B 2.10852 0.46386 0.23700 -1.8 1.7 1.9 -0.39
O 2.41973 1.92003 0.46188 -3.3 -1.5 -3.2 0.21
B 1.24093 2.69248 -0.02571 -0.7 0.6 0.6 -0.33
F 1.26398 3.65042 -1.16637 0.2 -3.2 4.1 0.09
O -0.04680 2.40397 0.69970 2.9 -2.3 -3.7 0.18
B -0.29175 0.96368 0.34374 0.1 0.5 0.9 -0.26
C -1.78324 0.65533 -0.35329 0.7 1.5 0.8 -0.04
O -1.80472 -0.75188 -0.78161 -4.1 0.4 -2.4 -0.04
C -2.92000 -1.04450 -1.69524 0.2 -1.3 -0.3 -0.22
F -3.93274 0.03204 -1.81370 3.6 -3.7 0.1 0.04
F -2.29021 -1.40125 -3.01848 -2.6 1.5 4.3 0.02
F -3.67644 -2.28160 -1.27186 2.7 4.5 -1.4 0.01
O 0.75182 -0.05402 0.57419 1.6 3.4 -2.0 0.21
C 3.30292 0.06124 -1.82171 5.7 2.7 -4.5 -0.16
O 4.40977 0.56234 -2.39619 -8.4 -3.8 4.4 0.08
F 2.08218 -0.02257 -2.65732 3.4 0.1 3.2 0.04
H -2.62419 0.91047 0.45073 1.6 -0.6 -1.9 0.17
H -1.85255 1.42595 -1.25976 -0.1 -1.8 1.9 0.17
C 3.72453 4.74971 -3.03955 0.6 1.1 -0.3 -0.08
C 4.42008 6.05467 -3.39104 3.8 7.1 -1.9 -0.21
N 4.99709 7.13738 -3.68258 -4.7 -8.7 2.3 0.08
H 3.51836 4.18021 -3.94990 0.1 0.2 0.1 0.08
H 4.36270 4.15224 -2.38259 0.0 0.2 -0.1 0.08
H 2.78080 4.95635 -2.52741 0.2 0.0 -0.1 0.04
C -4.65697 -5.26065 -0.62201 -0.9 -0.6 1.7 -0.12
C -5.73374 -5.29742 0.45012 -0.7 0.6 -0.6 -0.14
N -6.62710 -5.32784 1.33961 -0.8 1.8 -6.8 -0.10
H -3.80797 -5.87952 -0.31905 0.3 0.1 -0.3 0.05
H -5.05706 -5.64223 -1.56549 0.0 0.1 0.0 0.06
H -4.31361 -4.23321 -0.77055 -0.3 -0.3 0.1 0.04
C 0.40617 7.06144 -2.41618 -0.8 -0.9 -0.4 -0.08
C -0.54887 5.96613 -2.86166 -5.3 -6.0 -2.4 -0.21
N -1.34128 5.05747 -3.23130 6.4 7.3 3.0 0.09
H 0.70191 6.89793 -1.37629 -0.1 -0.1 -0.2 0.08
H 1.30022 7.05536 -3.04584 -0.2 0.0 0.0 0.06
H -0.08074 8.03700 -2.49872 0.0 -0.2 0.0 0.08
C -4.40866 -5.51817 4.82732 -0.6 0.2 -1.1 -0.07
C -5.32114 -5.55433 3.61229 -4.4 -0.1 -5.4 0.01
N -6.07824 -5.58440 2.60426 7.5 -1.9 12.7 0.03
H -3.37338 -5.36300 4.51155 -0.1 0.0 0.0 0.07
H -4.70454 -4.70148 5.49163 0.0 -0.1 -0.2 0.08
H -4.47665 -6.46329 5.37296 -0.1 0.1 -0.2 0.07
C 4.67452 -1.90558 4.33935 -0.9 0.8 -0.1 -0.08
C 3.52358 -0.93127 4.14890 -6.3 5.3 -1.1 -0.20
N 2.56867 -0.12291 3.99099 7.6 -6.5 1.1 0.10
H 4.61388 -2.70425 3.59502 -0.1 0.2 0.1 0.07
H 5.62825 -1.38312 4.22414 -0.2 0.0 0.0 0.08
H 4.62851 -2.34623 5.33900 -0.1 0.1 -0.2 0.08


No. 5
69
Properties=species:S:1:pos:R:3:forces:R:3:lowdin_charge:R:1 method="wB97M-V/def2-TZVPD" homo_energy_ev=-4.9 lumo_energy_ev=0.98 charge=-1 homo_lumo_gap_ha=0.215 largest_force_ev_per_a=1.13 total_energy_ha=-85816.0633 spin_multiplicity=1
C -0.62265 -4.65216 -3.93431 0.3 0.5 0.2 -0.05
C 0.32664 -3.49495 -3.65584 -0.1 -0.4 0.7 -0.36
F 1.38715 -3.55751 -4.59324 0.0 0.0 -0.3 -0.13
B 0.82765 -3.64796 -2.13073 0.2 0.5 0.0 -0.44
N 1.71162 -4.74922 -1.74486 -0.2 -0.1 -0.8 0.13
C 0.22176 -2.57837 -1.13479 -0.6 -0.6 0.4 -0.67
O -1.02968 -2.75181 -0.96531 0.0 -0.1 -0.2 -0.09
O 0.90835 -1.67653 -0.62644 0.2 0.4 0.0 -0.06
H -0.07924 -5.57548 -3.74263 -0.2 -0.3 -0.2 0.05
H -0.99374 -4.62255 -4.95691 -0.1 -0.1 -0.1 0.08
H -1.44333 -4.55097 -3.22346 -0.2 -0.2 0.0 0.08
H -0.20770 -2.55474 -3.75761 0.1 0.1 -0.3 0.05
H 2.21499 -5.09378 -2.56272 -0.2 -0.1 -0.1 0.02
H 1.14202 -5.54689 -1.44890 0.7 0.6 0.6 -0.08
C -2.21991 0.00554 -0.60135 0.3 -0.1 0.0 -1.59
Br -1.57735 1.78121 -0.21907 -0.1 0.1 0.0 0.55
Br -3.63878 -0.51245 0.60573 0.0 0.0 0.0 0.59
Br -2.77531 -0.16151 -2.43207 0.0 0.1 0.1 0.54
H -1.39217 -0.69371 -0.44699 -0.1 -0.1 -0.1 -0.06
C -0.80998 0.71822 -6.20411 0.0 -0.1 0.1 -1.61
Br 0.22568 -0.77423 -5.58053 0.2 0.2 -0.1 0.70
Br -2.61074 0.11602 -6.53820 0.0 0.2 0.0 0.53
Br -0.74505 2.20392 -4.98046 0.0 -0.1 0.0 0.57
H -0.39407 1.06258 -7.13916 0.0 0.0 0.0 -0.03
C 3.56771 0.05192 -3.46849 -0.2 -0.1 0.0 -1.60
Br 3.34525 1.29702 -2.02408 0.0 0.0 0.0 0.59
Br 5.30674 0.23573 -4.30206 0.0 0.0 0.0 0.55
Br 3.25231 -1.75048 -2.91091 0.3 0.3 0.0 0.71
H 2.83013 0.29549 -4.22105 0.0 0.0 0.0 -0.06
C -4.51174 1.33386 3.96027 0.0 -0.1 0.0 -1.64
Br -6.38843 1.45159 4.38205 0.0 0.0 0.0 0.56
Br -3.76390 3.06180 3.58127 0.0 0.0 0.0 0.55
Br -3.52864 0.42194 5.33842 0.0 0.0 0.0 0.57
H -4.42195 0.74666 3.05717 0.0 0.0 0.0 -0.10
C -1.63896 5.49064 6.28784 0.0 -0.2 -0.1 -1.63
Br 0.07708 4.65290 6.08256 0.0 0.0 0.0 0.60
Br -2.82908 4.43182 7.35832 0.0 0.0 0.0 0.57
Br -1.47753 7.28817 6.97337 0.0 -0.1 0.0 0.56
H -2.07754 5.56727 5.30311 0.0 0.0 0.0 -0.04
C 6.39060 -4.05077 -3.91236 -0.1 0.1 0.0 -1.63
Br 6.10995 -4.70346 -5.70178 0.0 0.0 0.0 0.57
Br 5.06201 -4.69540 -2.69558 0.1 -0.3 0.1 0.57
Br 8.17495 -4.43685 -3.28423 0.0 0.0 0.0 0.56
H 6.29175 -2.97297 -3.94756 0.0 0.0 0.0 -0.06
C 0.72863 9.92456 8.66552 0.0 0.0 0.0 -1.66
Br -0.26022 9.88462 10.31595 0.0 0.0 0.0 0.56
Br 0.63773 11.65338 7.82705 0.0 0.0 0.0 0.55
Br 2.54659 9.34509 8.90894 0.0 0.0 0.0 0.58
H 0.25786 9.21948 7.99537 0.0 0.0 0.0 -0.11
C -0.55460 -8.65366 0.15955 0.0 0.0 0.0 -1.63
Br -1.76081 -8.10015 1.55091 0.0 0.0 0.0 0.58
Br -0.26734 -7.25090 -1.12758 -0.4 -0.5 0.1 0.72
Br 1.10799 -9.31065 0.87652 0.0 0.0 0.0 0.57
H -1.02269 -9.47489 -0.36242 0.0 0.0 0.0 -0.03
C -6.00969 -2.32286 -4.64490 0.2 0.0 0.0 -1.63
Br -7.10125 -2.21067 -3.06517 0.0 0.0 0.0 0.57
Br -5.96948 -0.65037 -5.60775 -0.1 0.0 0.0 0.53
Br -4.23029 -2.92460 -4.24302 -0.1 -0.1 0.0 0.57
H -6.46355 -3.05359 -5.29728 0.0 0.0 0.0 -0.03
C 6.92977 -3.83331 0.94447 0.0 0.0 -0.1 -1.66
Br 5.77435 -2.41706 0.36544 0.0 0.0 0.0 0.58
Br 7.98948 -3.31981 2.47361 0.0 0.0 0.0 0.55
Br 5.94985 -5.45667 1.27644 0.0 0.0 0.0 0.56
H 7.61827 -4.03795 0.13681 0.0 0.0 0.0 -0.05
C -3.05169 12.16365 5.68516 0.0 0.0 0.0 -1.64
Br -3.19842 13.03964 7.39056 0.0 0.0 0.0 0.56
Br -1.65359 12.93344 4.60877 0.0 0.0 0.0 0.56
Br -2.81730 10.26643 5.90561 0.0 0.1 -0.1 0.54
H -3.98213 12.31814 5.15907 0.0 0.0 0.0 -0.03